(1)
This record from the Open Molecules 2025 dataset describes one molecule with the formula C2H4O2 at a distorted geometry. The level of theory is ωB97M-V/def2-TZVPD.

CARTESIAN COORDINATES (ANGSTROEM)
C -1.009 -0.142 0.089
O 0.286 -0.504 0.524
C 1.369 0.215 0.011
O 1.558 1.398 -0.029
H -0.922 0.690 -0.613
H -1.607 0.143 0.950
H -1.481 -0.998 -0.419
H 1.781 -0.704 -0.387

Computed properties:
SMILES string: COC=O
Molecular weight: 60.1 g/mol
HOMO energy: -0.3960 hartree
Energy above the lowest of the compared OMol25 structures with the same formula, charge and spin: 39.89 kcal per mole

***

(2)
This record from the Open Molecules 2025 dataset describes C2H4O2Rb as an isolated structure at a distorted geometry. The level of theory is ωB97M-V/def2-TZVPD.

CARTESIAN COORDINATES (ANGSTROEM)
Rb -2.573 -2.874 0.009
O -0.715 -0.996 -1.002
C -0.304 -0.055 -0.042
C 1.019 0.758 -0.069
O 1.213 1.637 -1.073
H -0.346 -0.526 0.978
H -1.115 0.693 0.077
H 1.894 0.108 0.182
H 0.927 1.255 0.938

Computed properties:
Molecular weight: 145.5 g/mol
HOMO energy: -0.0340 hartree
Energy above the lowest of the compared OMol25 structures with the same formula, charge and spin: 44.46 kcal per mole
Charge: -1

***

(3)
This record from the Open Molecules 2025 dataset describes one molecule with the formula C2H4O2S at a distorted geometry. The level of theory is ωB97M-V/def2-TZVPD.

CARTESIAN COORDINATES (ANGSTROEM)
O -0.367 1.409 -0.197
C -0.318 0.140 0.277
S -1.910 -0.609 0.216
C 1.041 -0.721 0.014
O 0.580 -0.119 1.274
H 0.411 1.939 -0.051
H -2.123 0.076 -0.935
H 0.848 -1.803 -0.199
H 1.838 -0.312 -0.399

Computed properties:
SMILES string: O[C@@]1(S)CO1
Molecular weight: 92.1 g/mol
HOMO energy: -0.3314 hartree
Energy above the lowest of the compared OMol25 structures with the same formula, charge and spin: 58.80 kcal per mole

***

(4)
This record from the Open Molecules 2025 dataset describes a 2-piece molecular cluster, C2H4O2S overall at a distorted geometry. The level of theory is ωB97M-V/def2-TZVPD.

CARTESIAN COORDINATES (ANGSTROEM)
C 0.362 -0.228 -0.440
C -0.427 -1.216 -0.203
O 2.937 0.058 -0.723
O -1.292 1.662 1.085
S 1.559 0.483 -1.168
H -1.093 1.155 0.426
H -0.359 -2.119 -0.911
H -1.292 -1.408 0.473
H -0.395 1.613 1.459

Computed properties:
Molecular weight: 92.1 g/mol
HOMO energy: -0.3663 hartree
Energy above the lowest of the compared OMol25 structures with the same formula, charge and spin: 92.96 kcal per mole

***

(5)
This record from the Open Molecules 2025 dataset describes one molecule with the formula C2H4O2S at a distorted geometry. The level of theory is ωB97M-V/def2-TZVPD.

CARTESIAN COORDINATES (ANGSTROEM)
C 0.928 1.855 -0.016
C -0.324 -1.685 -0.163
O -1.540 0.750 0.380
O 1.972 2.087 0.488
S -0.263 0.128 0.584
H 0.378 2.656 -0.464
H -0.560 -2.330 0.734
H 0.658 -1.947 -0.697
H -1.250 -1.513 -0.846

Computed properties:
Molecular weight: 92.1 g/mol
HOMO energy: -0.3070 hartree
Energy above the lowest of the compared OMol25 structures with the same formula, charge and spin: 84.82 kcal per mole

***

(6)
This record from the Open Molecules 2025 dataset describes C2H4O2Si as an isolated structure at a distorted geometry. The level of theory is ωB97M-V/def2-TZVPD.

CARTESIAN COORDINATES (ANGSTROEM)
C -0.206 0.799 -0.098
C -0.502 -0.763 0.038
O 1.179 1.019 -0.100
O 0.733 -1.479 -0.071
Si 2.433 0.073 0.069
H -0.708 1.411 0.719
H -0.815 1.031 -1.032
H -1.353 -0.953 -0.615
H -0.760 -1.138 1.091

Computed properties:
Molecular weight: 88.1 g/mol
HOMO energy: -0.3129 hartree
Energy above the lowest of the compared OMol25 structures with the same formula, charge and spin: 55.41 kcal per mole

***

(7)
This record from the Open Molecules 2025 dataset describes a 2-piece molecular cluster, C2H4O3 overall at a distorted geometry. The level of theory is ωB97M-V/def2-TZVPD.

CARTESIAN COORDINATES (ANGSTROEM)
O -0.801 1.354 1.066
C 0.330 1.710 1.067
O 1.388 0.975 0.666
H 0.621 2.695 1.435
H 0.974 0.244 0.154
C -0.639 -1.757 -1.104
O -0.149 -0.665 -1.111
H -1.694 -1.929 -1.354
H -0.029 -2.627 -0.818

Computed properties:
SMILES string: O=CO.C=O
Molecular weight: 76.1 g/mol
HOMO energy: -0.3868 hartree
Energy above the lowest of the compared OMol25 structures with the same formula, charge and spin: 23.88 kcal per mole

***

(8)
This record from the Open Molecules 2025 dataset describes a 2-piece molecular cluster, C2H4O3 overall at a distorted geometry. The level of theory is ωB97M-V/def2-TZVPD.

CARTESIAN COORDINATES (ANGSTROEM)
O -1.594 -0.987 0.664
C -1.071 -0.419 -0.259
O -1.662 0.224 -1.319
H -0.066 0.065 -0.213
H -2.616 -0.108 -1.354
C 2.454 0.187 0.847
O 1.892 1.007 0.131
H 1.924 -0.800 0.860
H 3.378 0.279 1.368

Computed properties:
SMILES string: O=CO.C=O
Molecular weight: 76.1 g/mol
HOMO energy: -0.3833 hartree
Energy above the lowest of the compared OMol25 structures with the same formula, charge and spin: 35.97 kcal per mole

***

(9)
This record from the Open Molecules 2025 dataset describes a 2-piece molecular cluster, C2H4O3P overall at a distorted geometry. The level of theory is ωB97M-V/def2-TZVPD.

CARTESIAN COORDINATES (ANGSTROEM)
C -0.319 3.319 0.525
C -0.267 0.778 0.309
O 0.326 3.653 -0.389
O -0.949 3.441 1.531
O -0.576 -0.069 -0.897
P 0.531 -0.984 -1.470
H -0.933 0.221 1.022
H 0.703 0.840 0.682
H 1.528 -0.038 -1.741
H 1.245 -1.423 -0.327

Computed properties:
Molecular weight: 107.0 g/mol
HOMO energy: -0.0815 hartree
Energy above the lowest of the compared OMol25 structures with the same formula, charge and spin: 100.95 kcal per mole
Charge: -1

***

(10)
This record from the Open Molecules 2025 dataset describes a 2-piece molecular cluster, C2H4O3P overall at a distorted geometry. The level of theory is ωB97M-V/def2-TZVPD.

CARTESIAN COORDINATES (ANGSTROEM)
C 0.974 0.171 -1.111
C 0.434 1.541 -0.763
O -2.119 -2.252 0.662
O 1.699 -0.058 -2.050
O -0.019 -2.710 2.025
P -0.840 -1.760 1.235
H 1.247 2.125 -0.326
H -0.366 1.455 -0.036
H 0.075 2.062 -1.653
H -1.084 -0.573 2.016

Computed properties:
Molecular weight: 107.0 g/mol
HOMO energy (alpha / beta): -0.1561 / -0.0836 hartree
Energy above the lowest of the compared OMol25 structures with the same formula, charge and spin: 74.66 kcal per mole
Charge: -1

***

(11)
This record from the Open Molecules 2025 dataset describes an isolated ion of composition C2H4O3P and charge -1 at a distorted geometry. The level of theory is ωB97M-V/def2-TZVPD.

CARTESIAN COORDINATES (ANGSTROEM)
C -0.578 -0.360 0.143
C 0.405 0.819 0.282
O 1.569 0.436 -0.289
O -0.064 2.058 -0.063
P 0.698 1.859 1.752
O 2.083 2.373 1.673
H -0.212 -1.257 0.544
H -0.626 -0.714 -0.903
H -1.549 -0.026 0.563
H 1.940 1.302 -0.313

Computed properties:
SMILES string: C[C@@]1(O)OP1[O-]
Molecular weight: 107.0 g/mol
HOMO energy: -0.1111 hartree
Energy above the lowest of the compared OMol25 structures with the same formula, charge and spin: 49.38 kcal per mole
Charge: -1

***

(12)
This record from the Open Molecules 2025 dataset describes an isolated ion of composition C2H4O3P and charge -1 at a distorted geometry. The level of theory is ωB97M-V/def2-TZVPD.

CARTESIAN COORDINATES (ANGSTROEM)
C -1.270 -0.338 -0.790
C -0.376 0.767 -0.141
O -0.899 1.684 0.489
P 1.583 0.650 0.071
O 2.093 -0.466 -0.764
O 1.233 -0.049 1.811
H -2.169 -0.062 -1.288
H -1.676 -0.861 0.019
H -0.695 -1.052 -1.299
H 2.177 -0.273 1.893

Computed properties:
SMILES string: CC(=O)P([O-])O
Molecular weight: 107.0 g/mol
HOMO energy: -0.1123 hartree
Energy above the lowest of the compared OMol25 structures with the same formula, charge and spin: 41.90 kcal per mole
Charge: -1